[1]
# C17H46N13O5

6 unconnected molecules or ions with the total composition C17H46N13O5 (ωB97M-V/def2-TZVPD, the OMol25 dataset).

The geometry in XYZ format:
```
81
Properties=species:S:1:pos:R:3:forces:R:3:mulliken_charge:R:1
H -1.223 2.748 -1.618 0.0858 -0.2905 0.1412 0.496
H -6.296 -1.470 -0.252 -0.1007 -0.0181 0.1032 0.162
H -2.257 0.454 1.559 0.0387 -0.1611 0.0071 0.341
C -1.439 -0.941 -1.386 -0.3392 -0.7854 0.3150 -0.592
H 7.304 0.501 1.121 0.0454 -0.0745 0.0056 0.165
C -0.497 4.088 -0.093 0.4409 -0.2951 0.4349 -1.210
N 3.482 -2.665 2.917 -0.1190 -0.0465 -0.3404 -0.358
H -2.643 -0.280 -3.006 -0.2274 0.1351 -0.0398 0.385
N 2.415 -3.861 -2.157 -0.2304 0.0919 0.0376 -0.388
C 3.952 0.492 0.508 0.3485 -0.7995 -0.4543 -1.115
C 3.752 -3.562 -2.236 0.1553 -0.0443 -0.1154 0.695
C 3.866 2.094 -1.570 -0.6145 -0.2233 -0.0395 -1.054
H 1.318 3.763 0.997 -0.0366 -0.0500 0.1629 0.522
H 9.010 0.273 1.273 -0.0163 -0.0176 -0.0284 0.163
N -2.345 2.451 0.155 0.2119 0.2826 -0.7694 -0.006
H -0.428 0.322 -0.005 0.2958 -0.2938 0.1926 -0.406
N 9.621 1.369 -0.928 0.0884 0.0692 -0.1403 -0.419
C -6.303 -0.676 1.696 -0.2448 0.0430 0.2509 0.589
H -8.207 -1.333 1.128 -0.1287 0.0064 0.2522 0.239
H -12.994 -1.179 1.413 0.0190 -0.0259 -0.0088 0.177
H 3.675 -2.849 1.947 0.0537 -0.0002 0.0364 0.195
H -2.304 4.065 -1.202 -0.0196 -0.0878 -0.1019 0.277
C 8.344 1.239 -0.461 0.0548 -0.1019 0.1389 0.645
H -0.896 4.678 0.737 -0.1319 -0.1254 0.0658 0.409
O -5.611 -0.164 2.568 0.2050 0.0953 -0.0934 -0.692
N -11.993 -1.199 1.456 0.0901 0.1168 0.0983 -0.369
H 3.278 3.048 0.350 0.0360 -0.2939 0.0301 0.495
H -11.365 -3.513 -0.672 -0.0339 0.0104 0.0306 0.209
H -0.088 4.820 -0.790 -0.1605 0.0414 -0.1446 0.452
H 1.951 -3.655 -1.293 0.0598 -0.0627 -0.0058 0.181
H -12.905 -2.893 -0.188 0.0173 0.0131 0.0285 0.168
H 1.140 3.288 -1.736 0.0403 -0.3674 -0.3314 0.495
H -3.585 -1.100 -1.812 -0.0484 0.0569 0.3585 0.289
N -3.141 0.927 -1.388 1.6862 -0.1524 -1.8829 0.020
C -2.766 -0.396 -1.931 -0.1620 -0.2993 -0.7519 -0.747
H 4.620 -0.314 0.823 -0.1747 -0.1215 0.1380 0.325
H -1.528 -2.027 -1.402 0.0346 -0.0308 -0.1208 0.307
H 4.237 1.345 1.116 -0.2416 0.1669 -0.0132 0.353
H 9.740 1.821 -1.816 -0.0091 -0.0160 0.0371 0.222
H 3.300 1.937 -2.497 0.0757 0.1457 -0.0772 0.333
H 2.936 0.142 0.708 -0.0562 0.3554 0.2906 0.104
C 4.184 0.688 -0.997 0.5437 0.5845 0.1588 -0.114
H 1.892 -4.273 -2.907 0.0576 -0.0385 0.0088 0.162
H -2.580 2.784 1.080 0.4667 -0.2225 0.0937 0.349
C -11.223 -2.042 0.715 -0.2331 -0.0071 -0.0244 0.623
H -0.619 -0.687 -2.055 0.0546 0.1593 0.1287 0.425
C 2.993 3.004 -0.698 -0.2115 0.3392 -1.0392 -0.973
O 4.366 -3.065 -1.312 -0.1510 0.0531 0.1815 -0.579
N -7.627 -0.912 1.839 0.1970 0.0618 -0.1538 -0.278
C 4.485 -2.101 3.654 -0.0028 0.0156 0.0828 0.690
N -2.409 0.132 0.608 -0.2796 -0.2012 0.0742 -0.154
C -2.646 1.213 -0.223 -0.4749 -0.2009 2.6194 -0.293
H 3.288 -2.094 5.377 0.0233 -0.0301 -0.0192 0.151
H 10.430 1.040 -0.437 -0.0367 -0.0056 0.0127 0.153
H -0.753 -1.262 0.692 -0.3796 -0.1253 0.1205 0.543
H 1.347 1.636 -1.060 -0.0804 0.0252 -0.1248 -0.002
H 4.756 2.636 -1.882 0.2874 -0.1917 0.2908 0.380
H 3.125 4.020 -1.085 0.1235 0.0875 0.2304 0.430
O 5.569 -1.823 3.178 0.0253 0.0765 -0.0166 -0.626
H 5.247 0.526 -1.161 0.0151 -0.0501 -0.1675 0.382
C -1.612 3.327 -0.783 -0.9745 1.3884 -0.0892 -0.616
H 5.319 -3.660 -3.519 -0.0335 -0.0068 0.0164 0.224
N -5.769 -1.051 0.491 0.2315 0.0202 -0.3435 -0.307
N 4.175 -1.872 4.966 0.0555 0.1039 0.1180 -0.409
N 8.229 0.618 0.748 -0.1266 0.0476 0.0658 -0.305
H -11.520 -0.570 2.078 -0.0431 -0.0183 -0.0167 0.203
N 4.341 -3.865 -3.428 0.0741 0.0223 -0.0887 -0.429
H -3.036 1.681 -2.059 -0.5637 0.0154 -0.0097 0.440
O 7.377 1.648 -1.081 -0.0600 0.0790 -0.0635 -0.605
H -8.046 -0.648 2.712 0.0074 -0.0569 -0.0275 0.200
N -11.905 -2.879 -0.113 0.0920 -0.1022 -0.1208 -0.407
H -4.787 -0.887 0.367 0.0516 -0.0591 0.0900 0.195
C 0.663 3.187 0.347 -0.0329 -0.0166 -0.6609 -0.624
H 0.296 2.322 0.905 0.0201 0.1176 0.2263 0.311
C -1.162 -0.494 0.047 0.3141 1.1102 -0.5234 0.007
H 3.855 -4.276 -4.202 0.0038 -0.0068 0.0303 0.153
H 2.582 -2.902 3.289 0.0611 -0.0221 0.0704 0.153
O -10.001 -2.047 0.787 0.0359 -0.0169 -0.0922 -0.697
H 3.672 -0.088 -1.567 -0.1082 -0.0272 0.1231 0.188
C 1.490 2.706 -0.882 0.0817 0.2851 1.1648 -0.231
H 4.888 -1.458 5.539 -0.0187 -0.0319 -0.0223 0.227
```
Positions in Å, forces in eV/Å.

Calculated values
- LUMO level (eV) = -2.8
- total charge = +1
- calculated total energy (Eh) = -1763.3472
- M (g mol⁻¹) = 512.6
- E_HOMO (eV) = -11.07

=====

[2]
# C17H46N2O8Si2

A molecular structure, C17H46N2O8Si2 (ωB97M-V/def2-TZVPD, the OMol25 dataset).

The geometry in XYZ format:
```
75
Properties=species:S:1:pos:R:3:forces:R:3:mulliken_charge:R:1
H 0.036 -5.544 5.671 0.0369 -0.0182 0.0140 0.301
H -2.734 -0.925 -4.191 0.0070 0.0186 -0.0159 0.073
H 2.692 -2.162 2.811 -0.0137 -0.0358 0.0305 0.301
H 1.584 6.227 -0.940 -0.0241 0.0417 0.0444 0.422
H -4.801 -3.402 -2.294 0.0157 -0.0065 0.0078 0.340
O 1.097 -3.961 6.534 -0.0473 0.0141 -0.0797 -0.356
H 2.633 5.067 1.181 -0.0065 -0.0342 0.0539 -0.221
H 0.863 -1.749 3.928 0.0015 -0.0173 0.0306 0.287
C 1.181 4.076 -0.882 -0.1950 0.1441 -0.1600 -0.323
C -4.413 -2.004 -3.852 -0.0043 0.0267 -0.1016 -0.704
H -0.660 -1.729 3.019 -0.0195 -0.0040 0.0390 0.323
O 0.841 -2.711 2.084 -0.0751 0.0006 -0.0068 -0.370
C -3.176 1.564 -3.801 -0.0117 0.0966 -0.0145 -0.945
C -0.237 7.253 -2.687 -0.0892 0.0795 -0.1697 -0.553
C -0.874 1.128 -4.289 0.0311 0.0489 0.0468 -0.818
H 0.632 7.831 -2.353 0.0436 0.0279 0.0199 0.304
H -3.560 2.464 -3.312 0.0228 0.0115 -0.0140 0.370
C 1.194 5.441 -1.593 0.0511 -0.1629 -0.1507 -0.805
H 0.812 -0.464 -0.298 0.0729 -0.0792 -0.0360 0.158
C 0.201 -2.341 3.290 -0.0412 0.0843 -0.1249 -0.672
C 2.624 -4.336 2.591 0.0247 -0.1378 0.0092 -1.076
H -5.118 0.684 -3.727 -0.0134 0.0029 0.0193 0.393
H 0.252 3.981 -0.311 0.0496 -0.0490 0.0900 0.451
H -2.314 -1.201 -1.376 0.0267 0.0422 -0.0111 0.255
H -4.043 0.246 -2.392 -0.0408 0.0156 -0.0007 0.170
N 2.309 -4.758 3.950 -0.1073 0.0945 0.0363 -0.285
H -3.151 1.745 -4.880 -0.0044 -0.0333 -0.0117 0.420
H 2.529 -5.459 6.514 0.0156 -0.0083 -0.0394 0.409
H -1.538 7.977 -1.429 -0.0242 0.0327 0.2351 0.307
O -1.863 1.335 -3.303 0.0376 -0.0363 0.0317 -0.129
H 1.909 0.404 2.170 0.0637 0.0049 -0.0090 -0.238
C 1.383 0.448 -0.502 -0.1173 0.0262 0.1402 0.462
C -1.868 -2.026 -1.941 0.0237 -0.0568 0.0591 -0.478
H 4.041 -4.206 4.965 0.0105 0.0171 -0.0208 0.373
O 2.742 2.511 1.083 -0.2987 0.1463 -0.2427 -0.242
O 3.293 1.147 -1.566 -0.0627 -0.1277 0.0530 -0.343
H 1.170 3.293 -1.640 0.0046 -0.1355 0.0574 0.062
H -4.130 -2.786 -4.562 -0.0185 0.0018 -0.0185 0.369
H 0.246 1.990 1.509 -0.0224 0.0465 -0.1061 -0.157
H -4.400 -1.802 -1.678 0.0274 0.0258 -0.0249 0.340
O -2.830 -3.013 -2.252 0.0418 0.0038 -0.0249 -0.458
H 0.089 1.128 -3.779 0.0150 -0.0241 -0.0162 0.183
H -1.095 -2.491 -1.329 -0.0305 -0.0455 0.0097 0.278
H 2.134 -5.033 1.907 0.0186 -0.0096 -0.0084 0.397
H -0.499 5.114 -2.856 -0.1519 -0.0461 0.0482 0.065
H -0.796 -4.564 6.896 -0.0074 0.0058 -0.0076 0.242
H 3.903 4.035 -0.570 -0.0011 0.0078 0.0014 -0.192
H 0.441 -5.735 7.391 -0.0104 -0.0139 0.0041 0.351
C -0.182 5.842 -2.107 -0.0551 -0.0173 0.0701 -0.335
H 2.841 -2.909 4.890 0.0463 -0.0022 0.0233 0.140
H 3.703 -4.450 2.440 0.0091 0.0100 0.0038 0.425
C 2.237 -2.926 2.168 0.1012 0.0917 -0.0625 -0.150
H 2.626 -2.767 1.159 -0.0094 0.0267 -0.0020 0.334
H -0.905 5.780 -1.286 0.0034 -0.0059 0.0323 0.344
N -3.732 -0.777 -4.250 0.0633 -0.0185 0.0865 -0.306
Si 1.542 1.381 1.125 -0.0147 -0.3996 0.4559 0.610
C 0.158 -5.010 6.621 -0.0101 0.0094 0.0434 -0.722
H -0.992 0.171 -4.808 -0.0185 0.0256 -0.0376 0.361
C 2.445 -4.379 6.363 0.0622 -0.0356 0.1112 -0.792
H 1.876 5.367 -2.444 0.1360 0.1602 0.0409 0.309
H 0.856 0.985 -1.292 -0.0065 0.0197 -0.0858 -0.328
H -5.491 -1.848 -3.964 -0.0070 0.0048 0.0207 0.398
C 2.968 -3.995 4.999 -0.0297 0.0214 -0.1023 -0.180
C -4.089 0.404 -3.480 -0.0045 -0.1024 -0.0049 -0.190
O 2.660 0.001 -0.970 0.0008 0.0804 -0.1556 -0.258
O -1.436 7.954 -2.381 -0.0177 -0.0929 -0.1999 -0.536
H -0.160 -3.204 3.856 0.0568 0.0109 0.0253 0.227
H 3.960 1.364 -0.900 0.0420 0.0183 0.0167 0.310
H 1.308 -4.713 4.088 0.0087 -0.0056 -0.0087 0.114
H 3.048 -3.879 7.126 -0.0266 -0.0106 0.0221 0.392
H -0.220 7.217 -3.775 0.1572 0.0460 -0.0164 0.335
Si 2.662 3.933 0.231 0.3892 0.1571 -0.0099 0.376
H -1.388 -1.620 -2.836 0.0003 0.0489 0.0214 0.200
H -0.875 1.931 -5.033 -0.0083 -0.0028 -0.0176 0.352
C -4.148 -2.540 -2.451 -0.0715 -0.0245 0.0635 -0.472
```
Positions in Å, forces in eV/Å.

Calculated values
- LUMO level (eV) = 0.7
- calculated total energy (Eh) = -1965.5928
- M (g mol⁻¹) = 462.7
- E_HOMO (eV) = -8.70

=====

Short version: largest force on an atom = 2.670; 0.606 eV/A, in the order given.